This record from OMol25 describes one molecule with the formula C20H35N3O5S. The level of theory is wB97M-V/def2-TZVPD.

Geometry as XYZ:
```
64
Properties=species:S:1:pos:R:3:forces:R:3:mulliken_charge:R:1
C -5.284962 3.051818 3.139068 0.000 -0.001 0.006 -2.116
C -4.166706 3.754671 2.371387 0.002 -0.006 -0.005 2.197
C -4.615084 5.186590 2.067785 0.000 0.003 -0.001 -1.848
C -2.890487 3.750602 3.226244 0.004 0.002 0.002 -1.199
C -1.656625 4.250008 2.479299 -0.010 0.005 -0.006 -0.794
C -1.431323 3.455495 1.196626 0.008 -0.002 0.008 -0.591
C -2.680002 3.495340 0.305504 -0.017 0.013 -0.008 0.970
C -2.398443 2.766947 -0.996986 0.023 -0.022 0.010 -0.321
O -2.068949 3.363714 -2.008644 -0.002 0.004 0.000 -0.704
N -2.498930 1.408548 -0.960833 0.004 0.007 0.000 0.012
C -1.965721 0.607022 -2.041867 -0.005 -0.002 -0.006 -1.591
C -0.469904 0.399639 -1.909828 -0.003 0.005 0.005 0.683
C 0.117799 -0.405912 -3.056960 -0.005 -0.010 0.003 -0.719
C 1.597271 -0.682023 -2.801671 0.001 0.006 -0.009 -1.359
C 1.783820 -1.321112 -1.436307 -0.010 -0.001 0.013 2.143
C 1.110010 -0.451124 -0.384701 0.000 0.008 0.002 -1.301
O -0.264057 -0.268209 -0.666201 0.005 -0.002 -0.006 -0.432
C 1.373748 -2.809177 -1.292522 0.019 -0.001 -0.013 -1.100
C 2.655639 -3.036454 -0.460913 -0.009 0.006 0.015 -0.083
N 3.433183 -4.228063 -0.688991 -0.012 -0.009 -0.007 -0.129
C 3.505936 -5.232200 0.211058 0.028 0.019 0.013 0.682
O 2.945913 -5.232355 1.289497 -0.010 -0.003 -0.003 -0.638
C 4.330158 -6.449333 -0.206356 -0.026 -0.001 0.007 -0.823
S 5.903323 -6.127080 -0.960961 0.016 -0.008 0.004 1.163
N 6.670940 -5.188840 0.141127 -0.016 0.004 0.017 -0.504
O 6.593573 -7.377079 -1.045151 0.009 -0.008 -0.001 -0.638
O 5.677013 -5.321640 -2.132600 -0.005 0.006 -0.020 -0.679
C 3.217963 -1.714851 -1.016364 0.006 -0.009 -0.004 -1.551
C -3.897995 2.978057 1.072390 0.004 0.011 0.002 -1.398
H -5.007415 2.022894 3.379693 -0.001 0.000 0.000 0.423
H -5.499072 3.571264 4.075913 0.002 0.000 0.000 0.450
H -6.205482 3.025504 2.551305 0.000 0.001 -0.002 0.416
H -3.863104 5.760621 1.527210 0.002 -0.001 0.001 0.377
H -5.524979 5.181125 1.463302 0.000 -0.001 -0.001 0.394
H -4.832975 5.718823 2.996515 -0.001 -0.001 0.000 0.432
H -3.058159 4.346635 4.128292 0.000 0.001 -0.001 0.443
H -2.704916 2.722830 3.560945 -0.002 0.000 0.000 0.357
H -1.767868 5.309868 2.232853 0.001 -0.001 0.001 0.369
H -0.778618 4.174664 3.124361 0.002 -0.003 0.000 0.400
H -0.573184 3.846242 0.645316 -0.001 -0.003 -0.004 0.428
H -1.203133 2.412743 1.450509 0.002 0.000 -0.005 0.177
H -2.850706 4.529410 -0.000199 -0.004 0.001 0.006 0.202
H -2.555089 0.966308 -0.058878 -0.007 0.001 -0.004 0.315
H -2.464928 -0.363838 -2.041242 0.001 0.001 0.002 0.432
H -2.183088 1.114132 -2.980257 0.002 0.000 0.000 0.369
H 0.019408 1.384448 -1.864771 -0.001 0.000 0.001 0.316
H -0.429739 -1.351041 -3.137880 0.002 0.001 0.000 0.300
H -0.022117 0.137678 -3.993707 0.001 0.003 0.000 0.417
H 2.014202 -1.328290 -3.578435 -0.001 -0.001 0.000 0.445
H 2.155665 0.260955 -2.834836 0.001 -0.001 0.002 0.376
H 1.164899 -0.907932 0.605231 0.001 -0.004 -0.002 0.443
H 1.616013 0.525520 -0.339963 -0.002 -0.001 -0.001 0.400
H 0.417544 -3.026108 -0.818298 -0.002 0.000 0.001 0.244
H 1.431698 -3.331829 -2.250407 -0.001 0.002 0.001 0.359
H 2.453565 -2.986177 0.606317 -0.001 0.001 -0.002 0.354
H 3.941055 -4.327264 -1.556817 -0.007 -0.005 0.000 0.344
H 4.515180 -7.049134 0.680947 0.001 0.000 -0.001 0.331
H 3.783139 -7.049565 -0.936137 0.004 0.001 -0.006 0.353
H 7.465026 -5.648664 0.563316 0.007 0.000 -0.004 0.264
H 6.857145 -4.254728 -0.194072 0.007 0.001 -0.004 0.269
H 3.846530 -1.888153 -1.894055 -0.001 0.002 0.001 0.378
H 3.747328 -1.057924 -0.324181 0.001 0.000 0.001 0.320
H -3.744099 1.927029 1.345071 -0.005 -0.001 0.003 0.359
H -4.786799 3.008965 0.434914 0.000 -0.007 0.000 0.412
```
Positions in Å, forces in eV/Å.

Output
HOMO-LUMO gap	9.7866	eV
ΔE to the lowest compared entry with this formula, charge and spin	0.0201	eV
electronic energy	-1721.8000	a.u.
structure (SMILES)	CC1(C)CCC[C@@H](C(=O)NC[C@@H]2CC[C@]3(CO2)C[C@H](NC(=O)CS(N)(=O)=O)C3)C1
highest occupied orbital energy	-9.3	eV
lowest unoccupied orbital energy	0.44	eV